The following is a DFT calculation (wB97M-V/def2-TZVPD) of C48H47CrN9O2PS3 as an isolated structure at a distorted geometry.

Values from the calculation:
⟨S²⟩: 3.786
Calculated total energy in eV: -138239.29650
Orbital gap (spin up / spin down) in eV: 7.14 / 7.74
Charge: +2
2S+1: 4
LUMO energy (spin up / spin down) in eV: -5.24 / -4.64

```
111
C48H47CrN9O2PS3 wB97M-V/def2-TZVPD
Cr -0.1891 -0.0566 -0.0795
O -0.7742 0.0061 -1.9592
N 0.1218 0.0495 -2.8714
N 1.3030 -0.0554 -2.4439
O 1.5429 -0.2352 -1.1575
C 2.4059 0.0764 -3.3239
C 3.3770 1.0168 -3.0046
C 4.4662 1.1777 -3.8406
C 4.5927 0.3920 -4.9740
C 3.6166 -0.5383 -5.2911
C 2.5088 -0.6948 -4.4744
H 3.2526 1.6294 -2.1246
H 5.2151 1.9226 -3.6210
H 5.4464 0.5178 -5.6213
H 3.7231 -1.1344 -6.1829
H 1.7363 -1.4023 -4.7219
N 0.2375 1.8388 0.1078
S 0.9356 2.9322 0.7884
N -0.0020 3.8449 1.8297
S -0.2864 3.3875 3.2816
N -0.4080 1.8606 3.5743
S -1.3745 0.7974 2.7907
N -0.7618 -0.0494 1.7407
C -1.9618 -0.1973 4.1762
C -1.5319 0.0229 5.4707
C -2.0287 -0.7676 6.4943
C -2.9471 -1.7676 6.2147
C -3.3764 -1.9805 4.9116
C -2.8834 -1.1908 3.8863
C -2.8366 1.7208 2.2742
C -2.9254 2.1534 0.9631
C -4.0356 2.8868 0.5745
C -5.0405 3.1556 1.4933
C -4.9444 2.7016 2.8017
C -3.8306 1.9830 3.2009
C -1.7815 4.2428 3.7574
C -2.4255 5.0656 2.8521
C -3.6128 5.6706 3.2264
C -4.1343 5.4471 4.4922
C -3.4658 4.6353 5.3995
C -2.2778 4.0265 5.0336
C 0.9357 3.9140 4.4856
C 1.2406 5.2615 4.5818
C 2.1625 5.6715 5.5313
C 2.7573 4.7435 6.3736
C 2.4327 3.4010 6.2705
C 1.5171 2.9784 5.3219
C 1.5232 4.2067 -0.3330
C 2.8375 4.1318 -0.7644
C 3.3132 5.0872 -1.6484
C 2.4735 6.0979 -2.0925
C 1.1587 6.1574 -1.6582
C 0.6740 5.2032 -0.7777
C 2.3316 2.5511 1.8600
C 2.5629 1.2514 2.2636
C 3.5507 1.0194 3.2088
C 4.2933 2.0791 3.7111
C 4.0473 3.3766 3.2898
C 3.0487 3.6217 2.3660
H -0.8217 0.8114 5.6567
H -1.7034 -0.5928 7.5079
H -3.3239 -2.3827 7.0176
H -4.0988 -2.7524 4.6963
H -3.2151 -1.3118 2.8659
H -2.1319 1.9088 0.2628
H -4.1171 3.2350 -0.4456
H -5.9105 3.7148 1.1875
H -5.7340 2.8986 3.5112
H -3.7393 1.6236 4.2154
H -1.9946 5.2015 1.8735
H -4.1309 6.3134 2.5309
H -5.0659 5.9125 4.7761
H -3.8722 4.4763 6.3872
H -1.7446 3.3797 5.7148
H 0.7676 5.9704 3.9199
H 2.4159 6.7153 5.6150
H 3.4738 5.0708 7.1124
H 2.8917 2.6783 6.9250
H 1.2578 1.9394 5.2056
H 3.4802 3.3399 -0.4072
H 4.3361 5.0400 -1.9901
H 2.8466 6.8458 -2.7749
H 0.5057 6.9420 -2.0062
H -0.3453 5.2149 -0.4297
H 1.9745 0.4458 1.8321
H 3.7384 0.0149 3.5542
H 5.0732 1.8925 4.4319
H 4.6165 4.2003 3.6890
H 2.8294 4.6241 2.0302
C -1.6300 -5.0579 1.2720
N -0.2416 -4.7870 0.9493
C 0.0488 -5.3034 -0.3805
N -0.8531 -4.7861 -1.3961
C -2.2266 -5.0471 -1.0079
N -2.5422 -4.4836 0.2968
C -2.5383 -3.0427 0.2966
P -0.8512 -2.3311 -0.1503
C 0.0912 -3.3906 1.0669
C -0.6212 -3.3914 -1.6770
H -1.8604 -4.6614 2.2623
H -1.7801 -6.1414 1.2719
H -0.0463 -6.3918 -0.3524
H 1.0722 -5.0367 -0.6503
H -2.3762 -6.1282 -0.9430
H -2.9065 -4.6321 -1.7547
H -2.8192 -2.6851 1.2938
H -3.2790 -2.6810 -0.4263
H -0.1569 -3.0264 2.0715
H 1.1668 -3.2556 0.9063
H 0.3939 -3.2712 -2.0759
H -1.3390 -3.0510 -2.4358
```


The following is a DFT calculation (wB97M-V/def2-TZVPD) of C48H47FGeN6O2SiW as an isolated structure.

Values from the calculation:
⟨S²⟩: 0.783
Calculated total energy in eV: -132489.57973
Orbital gap (spin up / spin down) in eV: 4.71 / 3.99
Charge: +3
ΔE to the lowest compared entry with this formula, charge and spin in eV: 0.000
2S+1: 2
LUMO energy (spin up / spin down) in eV: -10.16 / -10.88

```
107
C48H47FGeN6O2SiW wB97M-V/def2-TZVPD
W 0.7389 0.0900 -0.1186
C -1.2177 0.2845 -3.9451
C -1.1406 -0.1030 -2.5142
O 0.0064 0.0810 -1.9441
C -2.2386 -0.6566 -1.8515
C -2.3263 -1.0008 -0.5091
C -3.5721 -1.6681 -0.0261
N -1.3064 -0.7177 0.3468
N -1.5216 -1.0067 1.6125
C -0.5119 -0.5904 2.3939
O 0.5091 0.0119 1.8326
C -0.5550 -0.7762 3.8030
C -1.6307 -1.4823 4.3845
C -1.6591 -1.6724 5.7482
C -0.6375 -1.1550 6.5405
C 0.4269 -0.4447 5.9753
C 0.4763 -0.2588 4.6149
H -0.2503 0.6108 -4.3155
H -1.9373 1.1023 -4.0445
H -1.5926 -0.5463 -4.5460
H -3.1166 -0.8359 -2.4567
H -3.5515 -2.7123 -0.3511
H -4.4386 -1.2063 -0.4991
H -3.6777 -1.6329 1.0510
H -2.4207 -1.8680 3.7563
H -2.4726 -2.2192 6.2043
H -0.6658 -1.3053 7.6121
H 1.2088 -0.0513 6.6099
H 1.2944 0.2845 4.1615
C 4.2917 -2.9237 -0.6110
Si 3.8764 -1.5517 0.5640
C 5.3733 -0.5446 0.9892
C 3.0516 -2.1125 2.1284
N 2.6814 -0.3507 -0.2061
C 3.0277 0.9346 -0.5916
C 4.1603 1.4482 -1.2326
C 4.1049 2.7819 -1.5542
C 2.9666 3.5988 -1.2883
C 1.8505 3.0881 -0.6907
C 1.8741 1.7195 -0.3239
F -0.6305 1.6973 0.0823
H 5.2301 -3.3655 -0.2634
H 4.4662 -2.5729 -1.6301
H 3.5550 -3.7267 -0.6313
H 5.9473 -1.1097 1.7289
H 5.1257 0.4151 1.4466
H 6.0412 -0.3703 0.1457
H 3.7401 -2.7928 2.6379
H 2.1124 -2.6480 1.9929
H 2.8886 -1.2646 2.7965
H 5.0224 0.8431 -1.4716
H 4.9544 3.2375 -2.0476
H 2.9993 4.6374 -1.5889
H 0.9769 3.7058 -0.5255
C 0.1865 3.3527 2.4917
Ge -1.3443 3.0914 1.3342
C -2.7366 2.0910 2.2140
C -2.7253 2.1007 3.6118
C -3.7552 1.5126 4.3328
C -4.8024 0.8941 3.6669
C -4.8268 0.8779 2.2778
C -3.8103 1.4837 1.5561
C -1.6151 4.4599 0.0240
C -1.1307 5.7042 0.3628
C -1.3415 6.8213 -0.4722
C -2.0372 6.6722 -1.6348
C -2.5495 5.4084 -2.0259
C -3.2843 5.2628 -3.2277
C -3.7936 4.0509 -3.5975
C -3.5682 2.9230 -2.7814
C -2.8470 3.0345 -1.6250
C -2.3345 4.2808 -1.1972
H 0.3170 4.3991 2.7623
H 1.0844 3.0283 1.9689
H 0.0908 2.7674 3.4033
H -1.9334 2.5999 4.1574
H -3.7454 1.5540 5.4140
H -5.6125 0.4460 4.2275
H -5.6628 0.4271 1.7581
H -3.8858 1.5048 0.4753
H -0.5941 5.8534 1.2919
H -0.9628 7.7901 -0.1773
H -2.2153 7.5254 -2.2774
H -3.4469 6.1361 -3.8467
H -4.3692 3.9549 -4.5077
H -3.9872 1.9670 -3.0722
H -2.6655 2.1518 -1.0190
N 3.5211 -7.8884 -6.6259
C 3.1145 -7.2205 -5.7861
C 2.6119 -6.3798 -4.7337
C 1.9338 -5.2059 -5.0543
C 1.4469 -4.3951 -4.0440
C 1.6583 -4.7645 -2.7253
C 2.3304 -5.9293 -2.3901
C 2.8049 -6.7444 -3.4028
N 1.1765 -3.9126 -1.6691
C 0.5032 -4.3178 -0.5367
C 0.2876 -3.2035 0.2031
N 0.8377 -2.1150 -0.4575
C 1.3627 -2.5953 -1.5841
H 1.7794 -4.9432 -6.0914
H 0.8902 -3.4981 -4.2835
H 2.4947 -6.1960 -1.3540
H 3.3319 -7.6583 -3.1670
H 0.2330 -5.3462 -0.3712
H -0.2128 -3.1182 1.1512
H 1.8919 -2.0233 -2.3278
```


The following is a DFT calculation (wB97M-V/def2-TZVPD) of C48H47HfN7O2P as an isolated structure at a distorted geometry.

Values from the calculation:
Calculated total energy in eV: -75643.57388
Orbital gap in eV: 7.10
Charge: +3
2S+1: 1
LUMO energy in eV: -7.49

```
106
C48H47HfN7O2P wB97M-V/def2-TZVPD
Hf 0.3114 1.0575 -0.9047
C 0.6246 4.2631 -1.6481
C 0.8867 4.6921 -0.2212
C 1.6643 3.7577 0.6637
C 2.3240 4.3284 1.7482
C 3.0120 3.5402 2.6453
C 3.0240 2.1683 2.4314
C 2.3588 1.6681 1.3365
N 1.6853 2.4294 0.4420
N -0.3596 3.1603 -1.8304
C -0.4383 2.8988 -3.2921
C 0.8604 2.3651 -3.8156
C 1.3918 2.8035 -5.0147
C 2.5477 2.2033 -5.4965
C 3.1014 1.1679 -4.7654
C 2.5137 0.8018 -3.5677
N 1.4261 1.4019 -3.0651
C -1.7019 3.5995 -1.3967
C -2.6651 2.4488 -1.3367
C -4.0259 2.6255 -1.5392
C -4.8836 1.5708 -1.2738
C -4.3491 0.3823 -0.7949
C -2.9797 0.2772 -0.6563
N -2.1399 1.2803 -0.9492
H 1.5634 3.9449 -2.1087
H 0.2610 5.1264 -2.2190
H -0.0352 4.9721 0.2955
H 1.4575 5.6212 -0.2854
H 2.2861 5.4014 1.8749
H 3.5241 3.9806 3.4888
H 3.5420 1.4932 3.0955
H 2.3531 0.6023 1.1653
H -0.7120 3.8202 -3.8189
H -1.2269 2.1597 -3.4695
H 0.9012 3.5916 -5.5672
H 2.9954 2.5331 -6.4225
H 3.9833 0.6458 -5.1047
H 2.9248 -0.0133 -2.9965
H -2.0710 4.3974 -2.0523
H -1.6242 4.0094 -0.3855
H -4.4035 3.5797 -1.8768
H -5.9480 1.6798 -1.4198
H -4.9815 -0.4504 -0.5284
H -2.5324 -0.6306 -0.2677
O -0.1121 -0.1749 0.6063
C -0.5940 0.8945 1.1683
C -1.2817 0.7891 2.4362
C -1.4695 1.9891 3.1489
C -2.0958 1.9904 4.3767
C -2.5818 0.7883 4.8759
C -2.4470 -0.3994 4.1689
C -1.7861 -0.4485 2.9489
P -1.7661 -2.0299 1.9827
C -0.0849 -2.6883 2.2630
C 0.9774 -1.9392 2.7561
C 2.2390 -2.5043 2.8882
C 2.4535 -3.8288 2.5385
C 1.3988 -4.5866 2.0461
C 0.1425 -4.0172 1.8995
C -2.8010 -3.1188 3.0050
C -4.1569 -3.1668 2.6813
C -5.0278 -3.9601 3.4079
C -4.5461 -4.7342 4.4542
C -3.1973 -4.7030 4.7791
C -2.3269 -3.8962 4.0618
H -1.0855 2.9055 2.7213
H -2.2192 2.9053 4.9354
H -3.0833 0.7709 5.8320
H -2.8744 -1.3018 4.5850
H 0.8166 -0.9185 3.0830
H 3.0488 -1.9231 3.3062
H 3.4276 -4.2762 2.6759
H 1.5469 -5.6295 1.8009
H -0.6793 -4.6270 1.5379
H -4.5350 -2.5732 1.8546
H -6.0772 -3.9862 3.1538
H -5.2214 -5.3638 5.0157
H -2.8231 -5.3037 5.5950
H -1.2803 -3.8661 4.3383
N 2.9950 -2.4922 -0.5385
C 1.8769 -1.7769 -0.6505
N 2.1004 -0.4846 -0.8154
C 3.4996 -0.3568 -0.7936
C 4.3229 0.7634 -0.9343
C 5.6850 0.5605 -0.8785
C 6.2356 -0.7195 -0.6923
C 5.4376 -1.8343 -0.5621
C 4.0643 -1.6207 -0.6174
H 3.0349 -3.4813 -0.3508
H 0.9059 -2.2258 -0.5367
H 3.9173 1.7544 -1.0867
H 6.3510 1.4042 -0.9798
H 7.3087 -0.8295 -0.6586
H 5.8581 -2.8192 -0.4238
C -1.5221 -1.4738 -4.6217
N -1.6088 -2.1178 -3.3143
C -2.2474 -3.4293 -3.2247
C -1.0992 -1.5383 -2.2632
O -0.5108 -0.4195 -2.3136
H -2.0980 -2.0585 -5.3318
H -0.4836 -1.4251 -4.9478
H -1.9301 -0.4659 -4.5642
H -1.6462 -4.1699 -3.7498
H -3.2337 -3.3786 -3.6816
H -2.3495 -3.7146 -2.1799
H -1.2075 -2.0743 -1.3132
```


The following is a DFT calculation (wB97M-V/def2-TZVPD) of C48H48N3NbO2P2S as an isolated structure at a distorted geometry.

Values from the calculation:
Calculated total energy in eV: -90043.19938
Orbital gap (spin up / spin down) in eV: 3.65 / 3.65
Charge: +4
2S+1: 1
LUMO energy (spin up / spin down) in eV: -14.04 / -14.03

```
105
C48H48N3NbO2P2S wB97M-V/def2-TZVPD
Nb -19.9119 -8.4047 5.1710
N -20.9145 -10.3050 5.3030
C -19.8966 -11.3875 5.5154
C -19.5667 -11.5624 6.9638
C -19.6314 -10.3418 7.9299
C -18.4570 -9.3771 8.0578
N -18.1336 -8.8230 6.7089
H -21.7714 -10.4219 5.9372
H -21.2595 -10.3094 4.3422
H -19.0353 -10.9791 4.9450
H -20.2899 -12.3197 5.0802
H -20.2611 -12.3116 7.3662
H -18.5704 -12.0412 7.0190
H -19.7818 -10.7696 8.9413
H -20.5390 -9.7659 7.6822
H -17.5792 -9.9319 8.4116
H -18.6567 -8.5725 8.7515
H -17.5504 -9.4938 6.2332
H -17.6049 -7.9472 6.6662
C -19.4138 -6.6457 -2.0633
C -19.2415 -5.9241 -0.7018
C -18.8262 -4.4085 -0.9295
C -20.5684 -5.9900 0.0625
C -21.7483 -5.3550 -0.3898
C -22.9371 -5.3497 0.3451
C -22.9621 -5.9665 1.5835
C -21.8288 -6.6259 2.0993
P -21.9530 -7.4659 3.6948
C -23.2089 -8.8030 3.3855
C -23.3220 -9.4374 2.1615
C -24.2192 -10.5600 2.0215
C -24.9069 -11.1464 3.0666
C -24.7250 -10.4997 4.3184
C -23.9255 -9.3747 4.4816
C -22.8531 -6.1634 4.6646
C -24.1457 -6.3209 5.1697
C -24.7687 -5.2347 5.8606
C -24.1130 -4.0684 6.0483
C -22.8475 -3.8852 5.4601
C -22.2050 -4.9099 4.7824
C -20.6717 -6.6360 1.3258
O -19.6631 -7.4853 1.7731
C -18.3656 -7.2326 1.3153
C -17.3095 -7.7513 2.0976
C -15.9632 -7.5924 1.6127
C -15.7513 -7.0004 0.3774
C -16.7948 -6.4702 -0.3471
C -18.1144 -6.5135 0.1628
P -17.7907 -8.9757 3.4322
C -16.1887 -9.2109 4.2966
C -15.7502 -10.4418 4.8180
C -14.4850 -10.5067 5.3884
C -13.8594 -9.3243 5.8136
C -14.4327 -8.1075 5.4813
C -15.5263 -8.0155 4.6611
C -17.9077 -10.4008 2.3191
C -19.1767 -10.7027 1.7932
C -19.4005 -11.8182 0.9896
C -18.3086 -12.5246 0.5514
C -17.0278 -12.1625 1.0203
C -16.7804 -11.1009 1.9071
H -20.3480 -6.2210 -2.5195
H -19.5540 -7.7364 -1.9499
H -18.5533 -6.4897 -2.7703
H -19.5976 -3.8397 -1.4805
H -17.8831 -4.3137 -1.5401
H -18.6653 -4.0788 0.1087
H -21.7665 -4.9141 -1.3428
H -23.8506 -4.9998 -0.0677
H -23.8720 -6.0575 2.1367
H -22.7930 -9.1186 1.2955
H -24.2938 -10.9485 1.0160
H -25.5002 -12.0534 2.9724
H -25.2315 -10.8650 5.1830
H -23.8581 -8.9593 5.4784
H -24.7045 -7.2414 4.9576
H -25.8170 -5.2628 6.1789
H -24.5766 -3.2556 6.6079
H -22.4777 -2.8823 5.4451
H -21.2788 -4.6851 4.2247
H -15.1469 -8.0388 2.1396
H -14.7298 -7.0232 -0.0082
H -16.6286 -6.0364 -1.3409
H -16.3213 -11.3900 4.7253
H -14.0076 -11.4915 5.4816
H -12.8408 -9.3689 6.3072
H -14.1351 -7.2268 6.0052
H -15.9028 -7.0608 4.2982
H -20.0297 -10.0214 2.0193
H -20.3996 -11.9601 0.6012
H -18.4529 -13.4507 -0.0268
H -16.1107 -12.6152 0.6684
H -15.7563 -10.7725 2.1833
O -20.6130 -7.7074 6.7298
N -20.2966 -6.4505 7.3063
C -21.0745 -6.1552 8.3858
C -20.8844 -4.9855 9.0091
C -19.7152 -4.2516 8.7480
C -18.9099 -4.6725 7.6996
C -19.1914 -5.7648 6.9310
S -18.4425 -6.1426 5.4087
H -21.8562 -6.8593 8.6751
H -21.6909 -4.6827 9.6718
H -19.3876 -3.4337 9.3777
H -17.9758 -4.1531 7.4839
```